# 1
3 unconnected molecules or ions with the total composition C32H58N6O4P. Source: OMol25; level of theory: ωB97M-V/def2-TZVPD.

The geometry in XYZ format:
```
101
Properties=species:S:1:pos:R:3:forces:R:3
C 5.3566 -5.3078 0.2798 0.569 0.987 0.008
O 4.0121 -5.4779 0.8473 0.487 -0.089 -2.258
C 3.0498 -5.4030 -0.2631 -0.182 0.253 0.310
C 3.0623 -3.9297 -0.9858 -0.787 -0.642 1.077
C 2.7327 -2.8632 0.1945 -1.100 -0.031 -0.033
C 2.3706 -1.3666 -0.3837 -0.231 -1.367 -0.461
C 0.9088 -1.5189 -1.0770 -0.479 0.788 1.853
C -0.4913 -1.5330 -0.3415 3.794 -0.130 -4.832
C -0.8627 -1.3666 1.2079 -0.376 -2.946 0.052
C -0.9423 -2.9591 1.9116 -3.396 -0.837 0.509
C -2.5179 -3.5236 2.1531 4.065 1.510 0.945
O -1.5299 -3.0272 3.3190 -0.435 -0.569 -4.919
N -1.3598 -1.7498 -1.5352 3.139 0.863 -0.756
C -2.8523 -1.8973 -1.4323 -0.327 -1.859 1.537
C -3.1414 -3.4880 -1.1771 -0.735 -4.240 0.379
C -2.0992 -4.6290 -1.5965 -2.581 -0.888 1.453
C -2.3581 -6.1763 -1.3069 -3.130 2.922 1.307
C -3.6889 -6.6066 -0.5724 1.403 4.075 -1.275
C -4.7553 -5.4919 -0.1758 2.157 0.578 -1.295
C -6.0881 -5.9896 0.5763 1.016 0.845 1.017
C -4.5034 -3.9573 -0.4671 3.233 -2.294 -1.350
C -0.6078 -1.8004 -2.7791 0.363 -1.032 2.355
P -1.1113 -2.0388 -4.5977 0.229 0.194 -2.172
N -2.8735 -2.1501 -4.7950 2.308 -0.883 1.789
O -0.5434 -3.5891 -5.1532 -0.580 1.643 1.908
N 0.8319 -1.6609 -2.5395 -6.289 0.094 5.179
N 1.8617 -1.6487 -3.4678 1.282 4.591 -1.009
C 2.3090 -0.3864 -3.6318 3.495 3.472 1.856
O 2.9441 0.7026 -3.5896 -4.896 -8.131 -0.866
H 5.4445 -5.7732 -0.7794 -0.193 0.730 1.755
H 6.1884 -5.7411 0.9470 -1.704 0.440 -0.815
H 5.5543 -4.1582 0.2295 -0.137 -1.980 -0.187
H 2.0049 -5.5915 0.2190 1.839 0.437 -0.869
H 3.2627 -6.2648 -0.9974 -0.288 1.390 0.898
H 2.1725 -3.9559 -1.7307 1.522 0.169 1.064
H 4.0435 -3.7195 -1.5489 -1.567 -0.288 0.924
H 1.7443 -3.2415 0.6896 1.860 0.596 -0.728
H 3.5179 -2.8406 1.0363 -1.032 0.040 -1.585
H 3.2059 -1.1489 -1.1694 -1.756 0.022 1.327
H 2.3661 -0.5642 0.4464 -0.105 -1.325 -1.440
H -1.9514 -1.0209 1.3201 1.905 -0.049 -0.137
H -0.0986 -0.7816 1.8332 -1.197 -0.593 -1.366
H -0.1007 -3.7678 1.5698 -2.135 2.179 1.202
H -3.3779 -2.7983 1.9329 1.498 -1.178 0.546
H -2.7247 -4.6502 2.1671 0.458 1.949 0.023
H -3.1490 -1.3829 -0.4272 0.426 -0.648 -2.108
H -3.4338 -1.4708 -2.3235 1.173 -0.590 1.456
H -1.0877 -4.3891 -2.1148 -2.035 -0.256 1.017
H -1.5776 -6.9571 -1.6397 -1.457 1.497 0.650
H -3.8546 -7.7209 -0.3442 0.094 2.064 -0.343
H -6.7156 -6.7563 -0.0040 1.043 1.384 0.729
H -5.7314 -6.4812 1.5745 -0.698 0.705 -1.832
H -6.7002 -5.0558 0.9161 0.905 -1.810 -0.900
H -5.2301 -3.1046 -0.1980 1.013 -1.841 -0.317
H -3.1743 -2.9198 -4.1688 -0.530 0.587 -0.527
H -3.2460 -1.2353 -4.4865 0.079 -0.718 -0.371
H 0.4146 -3.7049 -4.9359 -0.969 0.307 -0.296
C 1.8362 4.0079 2.3979 0.021 0.070 0.075
C 1.1922 2.7313 2.9268 0.196 0.127 0.140
N 1.9794 2.0580 3.9566 0.091 -0.414 -0.089
C 1.5104 0.7044 4.2482 0.097 0.091 -0.052
C 0.1174 0.5523 4.8550 -0.162 -0.298 0.090
C 2.3359 2.8609 5.1247 0.237 0.294 -0.108
C 1.2007 3.4869 5.9310 -0.084 0.076 0.249
H 2.8514 3.8192 2.0370 -0.076 -0.009 0.101
H 1.2505 4.3988 1.5608 0.020 -0.038 0.082
H 1.8765 4.7909 3.1594 0.029 -0.065 -0.076
H 1.0813 2.0543 2.0708 0.012 -0.198 0.186
H 0.1784 2.9626 3.2756 -0.148 0.061 -0.055
H 2.2354 0.2028 4.9003 -0.003 0.221 -0.037
H 1.5365 0.1302 3.3123 0.046 0.137 -0.110
H 0.0988 0.8386 5.9065 -0.057 0.060 -0.096
H -0.1868 -0.4993 4.8082 0.007 0.070 0.016
H -0.6372 1.1302 4.3166 0.050 0.036 0.050
H 3.0016 3.6664 4.7947 -0.108 -0.094 -0.112
H 2.9581 2.2627 5.8003 -0.131 -0.155 -0.218
H 0.4430 3.9545 5.2978 0.045 -0.040 0.004
H 1.6033 4.2677 6.5834 -0.026 -0.063 -0.064
H 0.7121 2.7566 6.5761 -0.083 0.068 -0.072
C 1.1101 4.5555 -1.6015 0.036 -0.019 -0.132
C 0.1179 5.6748 -1.3053 0.178 0.084 -0.126
N 0.4530 6.9421 -1.9480 0.038 0.248 0.111
C -0.3233 8.0723 -1.4376 0.141 0.020 0.219
C -1.8315 8.0592 -1.6750 -0.227 0.209 0.013
C 0.6209 6.9047 -3.3989 0.294 -0.228 0.007
C -0.5530 6.4066 -4.2385 -0.129 0.025 -0.280
H 2.1310 4.8532 -1.3455 -0.103 0.032 -0.063
H 0.8600 3.6714 -1.0070 -0.024 0.065 -0.008
H 1.0869 4.2567 -2.6532 0.045 0.034 0.054
H 0.1199 5.8208 -0.2189 -0.086 0.255 -0.125
H -0.8907 5.3364 -1.5732 -0.127 -0.133 0.027
H 0.0890 9.0055 -1.8397 0.058 -0.220 -0.102
H -0.1517 8.1377 -0.3560 0.058 -0.171 -0.082
H -2.0818 8.2898 -2.7108 -0.031 -0.097 0.041
H -2.3040 8.8298 -1.0566 0.054 -0.081 -0.055
H -2.2879 7.1045 -1.4041 0.039 0.029 -0.043
H 1.4904 6.2769 -3.6258 -0.074 -0.012 0.137
H 0.9114 7.8991 -3.7566 -0.100 -0.015 0.278
H -1.0075 5.5006 -3.8306 0.023 0.049 0.030
H -0.2049 6.1673 -5.2481 -0.016 0.018 0.070
H -1.3270 7.1671 -4.3429 -0.044 -0.123 0.049
```
Forces are in eV/Å.

Properties
- total charge = +1
- calculated total energy (Ha) = -2224.14170
- HOMO level (eV) = -9.7

Atom charges from the Löwdin analysis, given in e for atoms 1 to 8: C -0.12; O -0.24; C -0.22; C -0.17; C -0.17; C -0.10; C -0.04; C -0.02

=====

# 2
A molecular structure, C32H59BF7IN4O9PS. Source: OMol25; level of theory: ωB97M-V/def2-TZVPD.

The geometry in XYZ format:
```
115
Properties=species:S:1:pos:R:3:forces:R:3
C -6.2990 -3.7776 -1.7420 -0.959 0.470 0.306
C -7.4359 -2.7660 -1.4272 0.178 0.107 -1.032
C -7.0500 -1.3229 -1.8206 0.091 -0.804 1.175
C -6.0221 -0.7034 -0.8499 -0.418 0.305 -0.731
C -5.9333 0.8418 -1.0364 0.834 -0.989 -0.065
C -4.4608 1.1935 -1.3438 -0.644 0.407 -0.325
C -4.1945 2.7051 -1.4313 0.094 0.006 0.689
C -3.7272 3.3620 -0.1126 0.044 0.038 -0.560
C -2.4721 2.7398 0.5113 -0.010 0.532 0.029
C -1.1633 3.3991 0.0273 -0.160 -1.100 0.788
C 0.0033 2.5619 0.5893 0.009 1.030 0.319
C 1.3895 3.2257 0.3491 -1.117 -0.938 -0.171
C 2.2812 2.5419 -0.7001 1.898 1.561 1.830
F 2.7813 3.6360 -1.4209 -0.546 -0.491 -1.264
N 1.6743 1.5190 -1.5245 -0.033 0.413 -0.795
C 0.9295 2.1002 -2.6818 -0.816 -0.659 -0.807
C 1.6454 2.0606 -4.0551 -0.841 -0.227 -0.167
C 0.9286 1.1214 -5.0795 0.462 1.331 -0.155
C 0.2152 1.9806 -6.1135 -0.466 -0.547 -0.549
O -0.7977 2.7497 -5.4991 0.063 0.084 0.080
C -1.2313 3.7995 -6.3675 0.412 -0.092 0.357
C 2.5627 0.4942 -1.7225 0.903 2.426 0.979
N 2.3650 -0.6829 -2.1942 -1.688 -0.187 -0.611
C 1.0421 -1.1429 -2.6444 -0.063 -1.788 0.197
C 0.5810 -2.3131 -1.7418 0.036 0.792 -1.121
C 1.5420 -3.4880 -1.6865 -0.278 0.589 -0.941
N 2.2506 -3.9433 -2.8095 0.080 1.415 0.466
O 1.6500 -4.0571 -0.6576 0.258 -1.359 2.154
N 3.7921 0.8892 -1.2419 1.857 -1.822 -0.203
P 5.1415 0.8980 -2.2885 1.688 1.325 -1.956
O 4.8384 -0.3472 -3.2872 -0.204 -0.205 1.047
O 6.4954 0.5255 -1.5141 -1.535 -0.524 0.723
S 5.4364 2.4775 -3.3267 -0.231 -0.105 0.298
C 3.5999 1.8875 -0.1624 -1.182 -0.612 1.094
I 5.2037 3.2080 0.3923 -0.436 0.117 -0.506
B 3.4435 0.9292 1.1587 -0.196 0.139 0.663
C 2.0655 0.3964 1.7173 0.796 -0.119 -0.474
O 4.5975 0.5912 1.8414 0.176 -0.375 -1.314
H -6.3862 -4.6181 -1.0534 0.439 -0.023 -0.048
H -6.4450 -4.1636 -2.7512 0.235 0.038 -0.020
H -5.3386 -3.2658 -1.6767 0.145 -0.392 0.134
H -8.2767 -3.0249 -2.0785 -0.155 -0.131 0.338
H -7.7783 -2.8263 -0.3931 0.113 0.065 0.011
H -7.9556 -0.7125 -1.8114 0.081 0.054 -0.309
H -6.6068 -1.4040 -2.8178 -0.239 0.483 -0.114
H -5.0528 -1.1420 -1.1053 0.046 0.039 0.282
H -6.2524 -0.9816 0.1812 -0.035 0.050 -0.037
H -6.5539 1.1005 -1.8971 -0.023 0.293 0.150
H -6.2943 1.3639 -0.1482 -0.015 0.075 -0.089
H -4.2353 0.7553 -2.3233 0.069 -0.148 0.143
H -3.8535 0.6698 -0.6014 0.193 0.236 -0.076
H -3.4590 2.9536 -2.2037 -0.074 -0.185 -0.055
H -5.1398 3.1836 -1.7050 0.158 0.072 -0.234
H -3.4793 4.4028 -0.3570 -0.109 -0.014 0.127
H -4.5604 3.4309 0.5904 0.094 -0.297 0.090
H -2.5292 2.8975 1.5936 0.132 -0.117 -0.022
H -2.3925 1.6581 0.3699 -0.237 0.057 -0.093
H -1.1320 4.3878 0.4909 0.171 0.167 -0.453
H -1.1068 3.4506 -1.0634 -0.129 0.229 0.047
H -0.1526 2.5352 1.6725 -0.033 -0.192 -0.063
H -0.0661 1.5292 0.2467 0.114 0.100 -0.119
H 1.2119 4.2396 -0.0095 0.121 -0.037 -0.010
H 1.8990 3.3251 1.3082 0.366 -0.067 -0.222
H 0.6525 3.1277 -2.4684 0.308 -0.049 0.530
H -0.0260 1.5767 -2.7758 0.039 0.092 0.065
H 2.7204 1.8816 -4.0038 -0.064 -0.079 0.238
H 1.5273 3.0583 -4.4811 0.273 0.077 0.213
H 0.1527 0.5147 -4.6155 0.256 -0.314 -0.001
H 1.6786 0.5484 -5.6294 -0.247 -0.402 0.172
H 0.9089 2.6228 -6.6748 0.120 -0.024 0.257
H -0.2657 1.3192 -6.8533 0.155 0.078 -0.020
H -1.1686 3.4678 -7.4068 -0.188 0.130 -0.013
H -0.5718 4.6613 -6.2132 -0.114 0.038 -0.226
H -2.2502 4.0755 -6.1109 -0.022 -0.084 0.009
H 3.1217 -1.3513 -2.2598 0.209 0.365 0.064
H 0.2709 -0.3872 -2.5910 0.370 0.364 -0.156
H 1.1643 -1.5303 -3.6570 -0.205 0.420 -0.144
H 0.3842 -1.9012 -0.7532 0.268 -0.453 0.225
H -0.3815 -2.6773 -2.1149 0.092 0.005 -0.099
H 2.6287 -3.1586 -3.3348 -0.125 -0.467 -0.525
H 3.0084 -4.5119 -2.4417 -0.092 -0.254 -0.335
H 5.4224 -0.2172 -4.0545 -0.188 -0.022 0.020
H 6.3133 -0.0551 -0.7531 0.460 0.072 -0.071
H 1.4006 0.0817 0.9089 -0.275 0.054 0.337
H 2.2530 -0.4128 2.4252 -0.153 -0.085 -0.110
H 1.6172 1.2114 2.2938 -0.193 -0.069 -0.172
H 4.8123 -0.3475 1.7399 -0.157 0.095 0.817
C 1.4326 -4.6522 2.3848 -0.402 0.032 0.120
C 1.6770 -3.8563 3.6496 0.384 -0.472 -0.379
O 0.5134 -3.0887 4.0144 -0.223 0.267 0.158
C -0.4620 -3.7523 4.6300 0.714 -0.297 -0.186
O -0.4573 -4.9155 4.9018 -0.294 0.187 0.094
C -1.5993 -2.7841 4.9862 -0.789 0.445 0.175
F -1.9200 -1.9905 3.9451 0.196 -0.207 0.157
F -1.2401 -1.9822 6.0081 0.111 -0.206 -0.231
F -2.7021 -3.4364 5.3504 0.376 0.002 -0.102
H 1.1048 -3.9954 1.5832 0.130 0.010 -0.030
H 2.3421 -5.1647 2.0726 0.018 0.053 0.005
H 0.6508 -5.3980 2.5288 0.088 -0.056 0.097
H 2.4739 -3.1350 3.4820 -0.184 0.209 0.104
H 1.9865 -4.4936 4.4748 -0.244 0.004 0.073
C 2.6005 1.3033 7.5961 0.330 -0.044 -0.129
C 1.9954 -0.0801 7.4826 -0.355 0.482 0.358
O 2.7110 -0.8865 6.5250 0.200 -0.328 -0.229
C 3.8527 -1.4235 6.9485 -0.591 0.495 0.434
O 4.3309 -1.2963 8.0351 0.223 -0.226 -0.242
C 4.4608 -2.2850 5.8335 0.579 -0.521 -0.589
F 4.4584 -1.6445 4.6413 -0.137 -0.006 0.269
F 3.7578 -3.4227 5.6733 0.127 0.344 0.232
F 5.7224 -2.6217 6.0936 -0.343 0.182 0.138
H 2.6487 1.7802 6.6157 -0.131 0.019 0.017
H 2.0055 1.9255 8.2637 -0.038 -0.039 -0.017
H 3.6180 1.2588 7.9834 -0.051 -0.028 0.097
H 0.9740 -0.0097 7.1128 0.087 -0.189 -0.210
H 1.9575 -0.5840 8.4479 0.206 -0.100 -0.063
```
Forces are in eV/Å.

Properties
- total charge = +1
- calculated total energy (Ha) = -3911.96154
- HOMO level (eV) = -11.7

Atom charges from the Löwdin analysis, given in e for atoms 1 to 8: C -0.10; C -0.26; C -0.23; C -0.21; C -0.19; C -0.22; C -0.20; C -0.20

=====

> Which of these has the lowest HOMO level?

C32H59BF7IN4O9PS

=====

> Among the records above, which one has the lowest calculated total energy?

C32H59BF7IN4O9PS

=====

> Look up the calculated total energy of the second one.

-3911.96154 Ha